# 1
The following is a DFT calculation (wB97M-V/def2-TZVPD) of C33H30F11N5O4Pm as an isolated structure in a non-equilibrium geometry.

Computed properties:
2S+1: 5
Expectation value of S²: 6.005
E_HOMO (alpha / beta): -4.94 / -4.99 eV
Molecular weight: 914.6 Da
LUMO (alpha / beta): 2.205 / 2.205 eV
Net charge: -1
Calculated total energy: -96799.7056 eV

```
84
Properties=species:S:1:pos:R:3:forces:R:3
Pm 0.440 -0.582 -0.661 -0.46 0.58 0.64
C 0.205 0.855 3.014 0.16 -0.23 -0.04
N -0.260 0.958 1.629 -0.16 0.16 -0.06
C -1.679 0.574 1.588 -0.24 -0.39 0.07
C -1.910 -0.932 1.771 0.06 0.27 -0.13
N -1.364 -1.652 0.634 0.22 0.50 0.31
C -2.032 -2.668 0.117 -0.42 -0.79 -0.49
C -3.216 -3.338 0.578 0.25 0.18 0.06
F -3.822 -2.994 1.749 0.20 -0.04 -0.16
C -3.812 -4.383 -0.096 0.03 -0.22 -0.34
F -4.920 -4.943 0.423 0.22 0.08 -0.14
C -3.293 -4.877 -1.288 0.01 0.08 0.05
F -3.894 -5.888 -1.953 0.12 0.14 0.14
C -2.136 -4.282 -1.781 -0.07 -0.13 -0.06
F -1.594 -4.711 -2.932 -0.12 0.05 0.18
C -1.554 -3.239 -1.102 0.01 0.25 0.07
F -0.433 -2.657 -1.678 -0.75 -0.85 0.16
C -0.093 2.364 1.226 0.03 0.30 -0.45
C -0.289 2.641 -0.266 -0.07 -0.24 0.15
N 0.615 1.830 -1.067 -0.06 -0.01 0.87
C 1.308 2.382 -2.049 0.64 0.33 -0.94
C 1.859 1.499 -3.028 -0.36 0.04 0.30
F 1.521 0.161 -2.873 0.40 0.75 -0.39
C 2.657 1.874 -4.081 0.08 0.04 -0.12
F 3.143 0.954 -4.931 -0.09 0.12 0.13
C 2.957 3.221 -4.276 -0.12 0.04 0.14
F 3.736 3.627 -5.302 -0.12 -0.13 0.15
C 2.427 4.141 -3.380 0.22 -0.11 -0.33
F 2.703 5.450 -3.543 -0.03 -0.31 0.03
C 1.646 3.750 -2.313 -0.17 -0.29 0.22
F 1.255 4.757 -1.481 0.07 -0.27 -0.12
H -0.417 1.456 3.698 -0.04 -0.03 -0.14
H 1.229 1.209 3.091 0.00 -0.02 -0.03
H 0.175 -0.181 3.338 0.04 -0.06 0.10
H -2.095 0.849 0.614 0.00 0.02 0.10
H -2.237 1.116 2.374 0.06 0.06 -0.12
H -2.988 -1.070 1.880 0.16 0.08 0.03
H -1.435 -1.287 2.695 -0.16 0.08 0.09
H 0.932 2.650 1.480 -0.07 0.00 0.01
H -0.779 3.013 1.797 0.03 -0.09 0.08
H -0.163 3.715 -0.410 -0.07 -0.16 0.05
H -1.314 2.398 -0.574 -0.05 0.08 0.09
C 2.577 -1.029 0.885 0.80 -0.55 -0.33
C 3.015 -0.874 -0.468 0.67 -0.28 0.52
C 2.626 -2.035 -1.193 0.36 0.00 0.14
C 1.960 -2.903 -0.293 0.16 0.03 0.22
C 1.923 -2.290 0.980 0.21 0.08 -0.03
C 1.412 -2.968 2.222 -0.01 0.16 -0.34
C 1.548 -4.324 -0.582 -0.02 0.41 0.07
C 2.978 -2.401 -2.615 -0.19 0.16 0.29
C 3.962 0.222 -0.898 -0.35 -0.15 0.06
C 3.188 -0.250 2.024 -0.33 -0.03 -0.32
H 1.948 -3.904 2.383 0.04 -0.09 0.09
H 0.351 -3.206 2.134 -0.07 0.01 0.06
H 1.555 -2.343 3.101 -0.04 0.03 0.11
H 2.335 -5.016 -0.272 0.04 -0.04 0.03
H 1.377 -4.475 -1.645 -0.07 -0.06 -0.07
H 0.640 -4.597 -0.043 -0.04 -0.04 -0.02
H 3.558 -3.325 -2.629 0.01 -0.05 -0.03
H 3.579 -1.624 -3.083 -0.03 0.04 -0.09
H 2.086 -2.559 -3.228 0.08 0.00 -0.08
H 4.909 0.133 -0.361 0.08 -0.02 0.02
H 3.566 1.220 -0.687 0.01 -0.02 -0.04
H 4.179 0.166 -1.962 0.02 0.04 -0.10
H 4.268 -0.413 2.035 0.06 0.00 0.02
H 2.796 -0.584 2.981 -0.03 0.09 0.09
H 3.027 0.825 1.929 0.01 0.06 0.05
F -6.136 0.521 -6.070 0.26 -0.06 -0.07
C -4.894 -0.009 -6.133 -0.19 -0.15 0.56
C -4.285 -0.434 -5.004 -0.85 0.47 -0.74
N -3.050 -0.996 -5.021 0.28 0.00 -0.27
C -2.405 -1.341 -3.777 0.49 0.40 0.83
C -2.292 -0.127 -2.769 -0.48 -0.74 -1.09
O -3.161 0.729 -2.785 -0.16 0.31 0.09
O -1.299 -0.209 -2.003 -0.04 0.21 0.09
C -2.363 -1.187 -6.204 -0.21 0.01 0.05
O -1.269 -1.693 -6.275 0.45 -0.16 -0.02
N -3.041 -0.773 -7.332 0.06 0.04 -0.33
C -4.285 -0.156 -7.437 0.05 -0.08 0.19
O -4.737 0.162 -8.516 -0.12 0.06 -0.04
H -4.748 -0.319 -4.038 0.00 0.02 -0.01
H -1.407 -1.720 -4.008 -0.28 0.01 0.05
H -2.986 -2.118 -3.273 0.08 -0.05 0.01
H -2.559 -0.937 -8.209 -0.05 0.05 0.22
```
Positions in Å, forces in eV/Å.



# 2
The following is a DFT calculation (wB97M-V/def2-TZVPD) of an isolated molecule of C3H5ClO2 in a non-equilibrium geometry.

Computed properties:
E_HOMO: -10.25 eV
Molecular weight: 108.5 Da
LUMO: 0.350 eV
SMILES string: O=C(CO)CCl
Calculated total energy: -19808.2884 eV

```
11
Properties=species:S:1:pos:R:3:forces:R:3
O -1.736 -0.830 0.828 2.48 1.68 -1.34
C -0.767 -0.250 0.315 -1.07 -1.25 2.16
C 0.378 0.409 1.091 1.36 2.05 -0.17
O 1.645 0.218 0.377 -0.32 -2.56 0.68
C -0.492 -0.136 -1.143 -0.17 1.08 -0.67
Cl -1.846 -0.557 -2.091 -1.50 -0.80 -1.11
H 0.543 0.116 2.161 -0.79 0.27 -0.94
H 0.272 1.582 0.967 -0.22 -2.31 0.68
H 1.872 -0.777 0.453 -0.41 2.39 -0.15
H -0.246 0.871 -1.474 0.05 0.40 0.71
H 0.377 -0.645 -1.484 0.58 -0.96 0.14
```
Positions in Å, forces in eV/Å.



# 3
The following is a DFT calculation (wB97M-V/def2-TZVPD) of a 14-piece molecular cluster, C34H96O14 overall in a non-equilibrium geometry.

Computed properties:
E_HOMO: -9.71 eV
Molecular weight: 729.1 Da
LUMO: 0.420 eV
Calculated total energy: -65474.5937 eV

```
144
Properties=species:S:1:pos:R:3:forces:R:3
C 4.305 0.348 1.011 -0.37 0.37 0.72
C 3.807 0.266 2.465 -0.39 -1.22 -0.50
C 3.165 -1.136 2.823 0.34 1.04 -0.11
O 4.925 0.509 3.297 0.05 0.05 0.28
H 5.124 -0.362 0.901 -0.18 -0.20 -0.32
H 4.692 1.335 0.756 0.12 0.14 0.38
H 3.479 0.213 0.313 0.12 -0.43 0.07
H 3.047 1.017 2.678 -0.15 0.22 -0.33
H 2.560 -1.047 3.725 -0.26 0.20 0.00
H 3.906 -1.887 3.095 0.29 0.02 -0.49
H 2.520 -1.484 2.016 -0.01 -0.12 0.02
H 4.575 0.386 4.183 0.38 0.08 0.34
C -3.608 -1.907 -3.902 -0.12 0.95 -0.73
C -2.768 -0.891 -3.166 1.03 1.25 0.86
C -2.813 0.589 -3.720 -1.20 -0.63 -0.20
O -3.170 -0.977 -1.777 -0.83 0.32 -0.99
H -3.371 -2.934 -3.623 -0.32 0.18 0.33
H -3.500 -1.832 -4.984 0.29 0.05 -0.10
H -4.631 -1.580 -3.716 -0.29 -0.68 0.20
H -1.705 -1.128 -3.210 0.15 -0.48 -0.02
H -3.680 1.142 -3.358 -0.30 -0.26 0.24
H -2.959 0.547 -4.800 0.18 -0.04 -0.17
H -1.987 1.277 -3.544 0.46 -0.62 0.32
H -2.389 -0.992 -1.219 0.60 0.05 0.26
C 5.142 -4.417 -0.796 0.05 -0.81 -0.89
C 4.116 -3.457 -0.246 -0.22 0.84 -3.83
C 3.712 -2.329 -1.237 1.42 0.99 0.45
O 2.898 -4.196 -0.166 -0.34 -0.24 2.78
H 6.033 -4.028 -1.288 0.33 0.46 0.90
H 4.733 -4.950 -1.654 -0.62 -0.05 -0.13
H 5.314 -5.222 -0.081 0.53 0.22 0.15
H 4.540 -2.919 0.602 -0.99 -0.73 0.91
H 3.151 -1.577 -0.683 -0.83 -0.44 -0.15
H 3.236 -2.654 -2.162 -0.24 -0.21 0.33
H 4.539 -1.692 -1.551 0.55 -0.35 -0.15
H 2.676 -4.638 -0.989 0.41 -0.04 -0.51
C 1.181 5.489 -4.628 0.14 -0.10 -0.37
C 1.382 4.289 -3.735 -1.78 1.21 2.65
C 0.112 4.016 -2.887 -0.24 0.67 -0.31
O 1.597 3.142 -4.468 0.89 -1.02 -0.79
H 2.138 5.671 -5.118 -0.19 -0.03 -0.64
H 0.916 6.448 -4.183 -0.15 -0.30 0.52
H 0.379 5.172 -5.295 0.21 0.40 -0.54
H 2.205 4.500 -3.052 0.26 -0.18 0.17
H -0.716 3.832 -3.571 -0.01 -0.42 -0.22
H -0.245 4.888 -2.340 0.53 0.18 0.05
H 0.173 3.200 -2.168 0.33 -0.05 -0.29
H 2.546 3.114 -4.610 0.07 -0.35 -0.37
C -1.039 1.584 5.810 -0.84 -1.01 1.16
C -0.604 2.286 4.557 -1.91 3.06 2.26
C -0.417 3.770 4.945 -0.55 0.29 0.72
O 0.624 1.909 4.128 1.84 -1.86 -1.33
H -1.200 0.509 5.732 0.27 -0.17 -0.38
H -1.980 1.921 6.246 -0.30 0.40 -0.58
H -0.381 1.748 6.663 0.68 0.02 -0.19
H -1.422 2.245 3.837 0.54 -0.45 -0.60
H -1.335 4.217 5.326 -0.37 0.35 -0.85
H 0.120 4.329 4.179 -0.56 0.21 -0.19
H 0.180 3.903 5.848 0.60 -0.62 0.04
H 1.043 1.570 4.923 0.56 -0.17 -0.17
C -4.662 -2.537 2.577 -0.12 0.31 -0.21
C -3.205 -2.914 2.394 1.65 -0.48 1.22
C -2.208 -2.373 3.442 -0.84 0.38 1.27
O -3.091 -4.366 2.442 0.26 0.69 -0.29
H -4.944 -2.337 3.611 0.16 -0.26 0.10
H -5.239 -3.381 2.198 -0.34 0.08 0.08
H -5.003 -1.678 2.000 0.31 0.15 -0.08
H -2.725 -2.481 1.517 -0.75 -0.53 -0.92
H -2.204 -1.284 3.398 0.20 0.17 -0.26
H -1.180 -2.735 3.455 -0.06 -0.16 -0.97
H -2.505 -2.582 4.470 -0.53 -0.21 0.12
H -3.972 -4.744 2.387 0.03 0.03 -0.08
C 1.823 -4.994 -5.294 0.64 -1.24 -0.32
C 1.864 -4.556 -3.877 -1.64 2.69 0.43
C 0.701 -3.685 -3.447 -0.48 0.69 0.13
O 1.899 -5.639 -2.988 1.34 -0.50 0.46
H 1.757 -4.285 -6.119 -0.08 0.38 0.51
H 1.037 -5.741 -5.406 -0.01 -0.15 -0.27
H 2.807 -5.462 -5.324 -0.10 -0.58 -0.94
H 2.711 -3.873 -3.813 0.71 -0.71 0.71
H 0.730 -2.694 -3.898 -0.22 -0.11 -0.64
H 0.704 -3.418 -2.390 0.27 -0.48 0.29
H -0.240 -4.198 -3.644 -0.23 0.17 -0.17
H 1.138 -6.200 -3.155 -0.15 -0.03 -0.05
C 4.046 0.108 -4.860 0.85 0.76 0.14
C 5.124 0.616 -3.870 -1.37 -0.19 1.58
C 4.500 1.122 -2.590 -1.78 1.17 0.22
O 5.869 -0.481 -3.429 1.25 -1.40 -0.80
H 3.491 -0.692 -4.368 0.15 -0.14 -0.16
H 4.499 -0.197 -5.803 0.04 -0.40 0.15
H 3.328 0.880 -5.138 0.01 0.19 0.27
H 5.766 1.438 -4.186 0.07 -0.12 -0.89
H 3.733 0.516 -2.108 -0.06 -0.71 -0.59
H 3.941 2.020 -2.853 0.13 0.56 0.44
H 5.169 1.295 -1.746 0.55 0.42 -0.40
H 6.427 -0.171 -2.711 0.13 -0.11 0.03
C 0.444 0.738 -0.824 0.39 1.13 2.17
C -0.418 0.109 0.327 -1.28 3.38 -1.97
C -1.577 1.140 0.662 1.09 -0.57 -0.10
O -0.989 -0.954 -0.324 -1.02 -2.08 0.63
H -0.064 0.666 -1.786 0.08 -0.34 0.18
H 1.466 0.360 -0.814 -0.05 -0.25 -0.42
H 0.516 1.798 -0.580 0.39 0.25 -0.20
H 0.070 -0.119 1.275 0.38 -0.29 -0.20
H -2.052 1.621 -0.193 0.20 -0.38 -0.47
H -1.099 1.966 1.190 -0.24 -0.02 0.49
H -2.381 0.667 1.227 0.17 0.04 0.35
H -0.324 -1.646 -0.301 0.26 -1.05 -0.08
C -4.193 1.460 3.505 1.31 -0.62 -0.36
C -5.413 1.702 4.339 -0.25 -1.22 -0.75
C -6.408 0.544 4.114 -0.99 0.25 -0.30
O -5.031 1.774 5.681 0.53 -0.01 1.11
H -4.429 1.122 2.496 -0.26 0.83 -0.28
H -3.579 0.613 3.810 -0.33 -0.39 0.85
H -3.454 2.259 3.551 -0.43 0.44 -0.41
H -5.827 2.677 4.082 -0.43 -0.10 -0.45
H -7.373 0.770 4.567 -0.07 0.06 0.29
H -6.129 -0.452 4.460 0.63 0.32 0.48
H -6.663 0.353 3.071 0.25 0.48 -0.32
H -5.790 2.042 6.203 -0.05 -0.01 0.08
C -1.024 5.167 0.163 0.72 0.38 0.62
O 0.320 5.566 0.425 -0.17 0.46 -0.76
H -1.416 5.662 -0.725 0.20 0.10 0.06
H -1.050 4.091 -0.005 -0.42 -0.07 0.14
H -1.580 5.510 1.036 -0.71 -0.47 -0.11
H 0.716 4.900 0.991 0.38 -0.31 -0.03
C 2.657 4.338 2.705 -0.91 0.58 1.49
O 1.841 3.617 1.826 0.12 -0.84 -1.54
H 2.178 5.316 2.745 0.65 0.51 0.47
H 2.547 3.844 3.670 0.33 0.31 0.38
H 3.726 4.430 2.512 -0.25 -0.36 -0.81
H 1.107 3.281 2.346 0.08 -0.44 0.22
C -6.209 -0.559 -0.632 0.66 -0.56 -0.39
O -5.431 0.508 -0.137 -0.19 0.39 0.15
H -7.253 -0.416 -0.353 0.19 -0.19 0.14
H -6.117 -0.691 -1.710 -0.28 0.57 -0.36
H -5.743 -1.488 -0.304 -0.63 -0.39 0.59
H -4.530 0.288 -0.385 0.38 0.08 -0.24
C -0.515 -4.109 0.539 1.40 -1.26 0.50
O 0.506 -3.150 0.349 -1.23 1.87 -0.08
H -1.541 -3.757 0.440 0.45 0.30 -0.33
H -0.252 -4.923 -0.137 -0.80 -0.29 -0.31
H -0.383 -4.534 1.534 -0.45 -0.01 0.23
H 1.380 -3.547 0.360 0.55 -0.44 -0.15
```
Positions in Å, forces in eV/Å.



# 4
The following is a DFT calculation (wB97M-V/def2-TZVPD) of C41H40BrFN5O4RuSSi as an isolated structure in a non-equilibrium geometry.

Computed properties:
2S+1: 6
Expectation value of S²: 8.819
E_HOMO (alpha / beta): -6.76 / -7.61 eV
Molecular weight: 926.9 Da
LUMO (alpha / beta): -0.190 / -2.178 eV
Calculated total energy: -152859.2421 eV

```
95
Properties=species:S:1:pos:R:3:forces:R:3
Ru 0.333 0.077 -0.280 -0.21 0.45 1.26
O 2.327 3.434 2.365 0.21 -0.20 -0.08
C 1.401 4.399 2.260 -0.18 0.18 0.08
C 1.532 5.528 3.072 0.12 -0.27 -0.12
C 0.617 6.556 3.007 -0.02 -0.07 0.00
C -0.460 6.461 2.143 -0.21 0.15 -0.10
C -0.585 5.361 1.313 0.16 0.05 0.20
C 0.334 4.323 1.353 -0.07 -0.34 -0.23
C 0.354 3.205 0.306 0.84 0.66 -0.19
O 0.962 2.080 0.702 -0.15 -1.04 -0.18
N -0.988 2.896 -0.199 -0.49 -0.55 -1.42
N -1.072 1.758 -0.948 1.40 0.62 1.66
C -2.154 1.636 -1.724 -1.52 -0.60 -1.28
C -2.404 0.641 -2.632 1.81 0.48 1.07
Br -1.055 -0.758 -2.887 -0.94 0.63 -0.19
C -3.633 0.413 -3.304 -0.57 -0.45 -0.47
C -4.499 1.358 -3.868 -0.16 0.31 -0.25
C -4.125 2.690 -4.172 0.10 -0.12 0.12
C -5.012 3.547 -4.779 -0.16 0.18 -0.10
C -6.312 3.137 -5.071 0.10 0.03 -0.02
C -6.706 1.838 -4.764 -0.11 0.09 -0.13
C -5.820 0.960 -4.197 0.17 -0.02 0.10
H 2.038 2.694 1.762 -0.05 0.13 0.12
H 2.385 5.568 3.728 0.13 0.03 0.16
H 0.747 7.432 3.626 -0.03 0.04 0.07
H -1.195 7.249 2.101 -0.10 0.14 -0.02
H -1.410 5.338 0.617 -0.16 -0.01 -0.09
H 0.916 3.680 -0.556 -0.39 -0.20 0.14
H -1.506 3.690 -0.569 -0.06 -0.19 0.05
H -2.951 2.372 -1.603 -0.02 -0.06 0.02
H -3.927 -0.622 -3.381 -0.16 -0.19 0.18
H -3.111 3.006 -3.968 0.05 0.05 -0.01
H -4.702 4.549 -5.050 0.04 -0.01 0.06
H -7.003 3.813 -5.553 -0.02 0.06 0.02
H -7.714 1.520 -4.991 -0.06 -0.06 -0.01
H -6.124 -0.049 -3.966 -0.05 -0.16 0.01
C 4.520 -6.654 2.651 0.00 -0.01 -0.03
C 3.541 -5.807 1.898 -0.06 0.03 -0.05
C 3.421 -4.446 2.152 -0.08 -0.05 -0.06
C 2.497 -3.681 1.461 0.01 0.10 0.01
C 1.697 -4.275 0.508 -0.29 0.44 -0.22
C 1.799 -5.628 0.235 -0.12 -0.02 -0.21
C 2.723 -6.386 0.930 0.00 0.09 0.07
S 0.440 -3.285 -0.306 -0.36 0.25 0.41
O 0.039 -3.951 -1.515 0.26 -0.17 -0.10
O -0.577 -3.042 0.681 0.12 -0.11 0.02
N 1.129 -1.825 -0.657 -1.15 -0.24 0.98
C 2.091 -1.794 -1.614 1.18 -0.26 -1.08
C 2.783 -2.892 -2.112 -0.34 0.43 0.27
C 3.790 -2.727 -3.060 0.35 0.32 -0.32
C 4.151 -1.491 -3.538 0.04 -0.35 0.01
C 3.445 -0.352 -3.114 -0.33 -0.04 0.29
C 3.691 0.951 -3.595 -0.24 0.16 0.14
C 2.861 1.972 -3.217 0.20 -0.21 -0.20
C 1.789 1.695 -2.364 -0.22 0.05 0.11
N 1.588 0.514 -1.820 0.42 0.70 -0.54
C 2.394 -0.513 -2.171 0.62 -0.63 -0.42
H 5.088 -6.060 3.362 0.06 0.02 0.08
H 5.218 -7.131 1.965 0.08 -0.07 -0.01
H 3.998 -7.441 3.194 0.03 -0.06 0.07
H 4.050 -3.983 2.898 0.05 0.06 0.08
H 2.386 -2.626 1.653 0.09 0.10 0.09
H 1.157 -6.057 -0.521 0.00 -0.10 -0.04
H 2.815 -7.444 0.731 -0.03 -0.10 -0.06
H 2.528 -3.881 -1.773 0.10 -0.06 -0.08
H 4.295 -3.609 -3.422 0.11 -0.08 -0.05
H 4.945 -1.384 -4.261 0.08 0.01 -0.07
H 4.512 1.128 -4.276 0.08 -0.03 -0.05
H 2.993 2.982 -3.574 0.02 0.02 -0.07
H 1.060 2.463 -2.151 0.06 -0.01 0.19
C -3.199 -1.390 3.064 0.69 0.19 -0.29
Si -2.271 -0.483 1.653 -1.50 0.42 -0.15
C -3.079 -1.294 0.130 0.47 0.47 0.52
C -2.698 1.372 1.949 0.25 -0.78 -0.22
N -0.515 -0.457 1.452 -0.39 0.13 -1.09
C 0.360 -0.658 2.454 1.13 -0.11 1.10
C -0.039 -1.156 3.718 0.17 0.11 -0.19
C 0.815 -1.271 4.789 0.05 0.01 0.16
C 2.141 -0.876 4.682 -0.11 -0.02 -0.08
C 2.603 -0.441 3.454 0.03 0.01 -0.08
C 1.749 -0.375 2.374 0.05 0.01 0.02
F 2.339 -0.033 1.180 -0.34 -0.10 0.50
H -4.258 -1.343 2.825 -0.18 0.08 -0.20
H -3.074 -0.937 4.042 0.07 0.10 0.16
H -2.930 -2.439 3.127 0.05 -0.27 0.01
H -4.137 -1.052 0.083 -0.22 0.15 0.08
H -2.977 -2.372 0.208 0.08 -0.12 0.08
H -2.620 -0.990 -0.799 0.04 -0.01 -0.14
H -3.619 1.641 1.440 -0.26 0.07 -0.12
H -1.909 2.031 1.597 -0.02 -0.06 0.07
H -2.839 1.566 3.010 -0.03 -0.08 0.17
H -1.061 -1.456 3.830 -0.15 -0.09 0.07
H 0.444 -1.658 5.727 -0.06 0.00 0.05
H 2.804 -0.907 5.531 0.09 -0.05 0.08
H 3.633 -0.146 3.327 0.10 0.04 -0.14
```
Positions in Å, forces in eV/Å.